{"formula": "C26H43F6INO8PS", "method": "ωB97M-V with the def2-TZVPD basis set", "symbols": ["C", "H", "H", "O", "O", "I", "S", "H", "H", "C", "F", "C", "C", "H", "H", "C", "P", "H", "H", "C", "O", "C", "H", "F", "O", "F", "H", "C", "H", "C", "H", "H", "H", "H", "C", "C", "H", "C", "C", "H", "H", "H", "H", "H", "H", "H", "C", "C", "H", "H", "C", "H", "O", "F", "N", "C", "H", "C", "O", "C", "C", "H", "H", "H", "H", "H", "C", "C", "F", "C", "C", "H", "H", "F", "C", "H", "H", "C", "O", "H", "H", "H", "H", "O", "H", "H", "H"], "xyz": [[-0.573, 0.122, -4.136], [-4.549, -0.330, -0.621], [1.456, 4.363, 3.058], [-0.433, 2.287, 3.644], [0.345, -0.020, 4.433], [2.555, -2.905, -3.399], [2.119, 0.893, -0.884], [3.036, 3.531, 3.068], [-0.295, -3.729, -0.378], [-0.828, -1.105, -3.262], [3.134, 3.231, -2.737], [1.474, -2.490, 2.149], [0.754, -0.091, -0.086], [-0.296, -2.046, 1.162], [-2.295, 1.733, -0.655], [-4.109, 0.584, -0.220], [0.717, 1.380, 3.767], [3.057, -4.783, 0.209], [-0.343, -0.234, -6.714], [1.447, 0.914, 2.193], [-0.070, -1.158, -2.069], [-4.541, 3.047, 0.158], [-0.420, 0.829, -1.601], [3.882, 3.521, -0.671], [0.136, -4.439, -3.027], [2.340, 4.832, -1.486], [-0.417, 0.044, 1.728], [2.220, -5.476, 0.248], [-0.701, 1.058, -3.599], [2.083, -2.636, 3.149], [-1.361, 0.113, -4.891], [1.180, 1.170, -4.785], [-0.187, 1.534, 0.904], [2.138, 1.692, 1.889], [0.457, -3.375, -3.441], [-2.752, 0.771, -0.883], [-1.484, -3.005, -4.039], [0.776, 0.165, -4.873], [-1.021, -0.191, 4.866], [-5.343, 3.691, 0.497], [-6.039, 1.484, -0.049], [-1.353, -1.594, 6.498], [2.864, 5.034, 3.943], [-2.908, 0.736, -1.964], [2.727, 3.498, 5.635], [1.519, -0.489, -4.439], [2.817, 3.556, -1.481], [-5.073, 1.745, -0.474], [-0.268, -2.185, 5.232], [-1.278, 0.520, 5.641], [1.637, 2.683, -0.925], [-1.678, -0.090, 4.009], [1.370, -1.331, 0.071], [1.306, 0.886, -7.111], [1.043, -4.830, 0.845], [2.338, 4.132, 3.644], [1.432, -3.476, -0.689], [1.947, 3.350, 4.896], [1.921, 1.922, 4.653], [-1.802, -0.377, -0.524], [0.682, -3.620, 0.082], [-1.812, -0.531, 0.549], [2.630, -3.047, 3.963], [2.023, -5.809, -0.774], [-0.313, -2.240, -5.076], [1.004, 3.690, 5.307], [-0.566, -2.426, -4.035], [0.687, -0.109, -6.376], [1.322, 3.185, 0.288], [-0.403, -0.157, -1.134], [0.333, 0.622, 1.196], [-1.982, -2.124, 4.933], [0.280, -5.472, 0.672], [0.578, 2.883, -1.747], [0.733, -2.291, 0.911], [-3.972, 0.463, 0.856], [-3.916, 3.565, -0.565], [-1.165, -1.608, 5.431], [3.340, 0.779, -0.142], [-3.896, 2.781, 0.992], [-5.177, 1.868, -1.551], [-2.233, -1.274, -0.966], [1.194, -1.050, -6.602], [2.248, 0.547, -2.270], [2.527, -6.333, 0.841], [-1.903, -1.127, -3.068], [2.054, 0.031, 2.387]], "de_lowest_ev": 0.000, "lumo_ha": 0.0123, "homo_lumo_gap_ev": 9.391, "total_charge": 0, "fmax_ev_per_a": 2.4}